128
Properties=species:S:1:pos:R:3:forces:R:3:mulliken_charge:R:1 method="wB97M-V/def2-TZVPD" max_force_ev_per_a=9.0 mol_weight_g_mol=1082.257 e_tot_ev=-177729.5181 total_charge=-1
C -5.619522 -0.232563 -1.836918 -0.788 -0.765 0.349 -1.251
C -4.467697 -1.174050 -1.133721 0.415 0.147 -0.472 0.490
C -4.821505 -1.485368 0.437419 0.396 -0.288 -0.807 -0.900
C -2.926216 -0.557087 -1.309861 -0.884 -1.195 -1.210 0.114
C -1.954909 -1.884237 -1.613082 -1.971 0.327 0.843 -1.106
P -0.125396 -1.339228 -1.881746 -2.750 1.083 0.621 2.595
C 0.241088 -2.861572 -2.972314 1.508 -2.347 -0.634 -0.512
C -0.368471 -4.280447 -2.424845 -1.000 -0.803 -0.512 -0.266
C 0.425076 -5.620571 -2.985989 0.746 0.891 0.688 -0.468
Br -0.914530 -7.098044 -3.415838 0.763 0.759 0.232 -0.248
P -0.445727 -0.349257 -3.847425 -0.270 0.713 -2.533 -0.455
O -1.987370 -0.789422 -4.526169 1.090 1.032 -1.342 -0.414
Cl -0.594708 1.750490 -3.341296 -0.376 -0.472 0.006 -0.316
O 0.260079 -2.048326 -0.326718 3.166 0.908 2.015 -0.294
C 1.641223 -1.800908 0.206444 -1.975 0.911 -0.922 -0.931
I 2.578970 -3.766842 -0.283357 0.351 0.292 -0.319 -0.050
C 1.849813 -1.777010 1.838659 -0.682 -0.444 0.369 0.734
C 3.364531 -2.145919 2.344665 0.260 -0.143 1.219 -0.722
C 3.824508 -1.320997 3.723247 1.083 -0.382 -0.352 -0.314
C 5.218702 -0.440902 3.453597 0.001 0.697 -0.387 -0.260
C 5.097031 1.112976 4.060350 -0.423 -0.584 -1.364 -0.122
N 6.463745 1.749636 4.238728 -1.075 0.933 0.803 -0.653
C 2.125270 -0.489710 -0.684602 2.107 0.642 -2.134 1.398
C 3.735099 -0.464907 -1.137707 -0.378 0.778 -0.467 -0.445
C 4.016684 -1.189457 -2.580607 1.737 0.114 0.012 0.384
C 5.643305 -1.578747 -2.583241 -0.328 0.173 0.636 -0.595
C 6.608984 -0.248768 -2.813532 -0.402 -1.074 -1.800 -0.363
O 7.871639 -0.476188 -2.047779 -1.119 4.146 2.456 -0.294
C 8.056228 0.552358 -1.012004 3.402 -3.812 5.563 0.235
O 8.637117 0.179047 0.161082 -3.715 2.465 -7.838 -0.506
C 1.957991 1.015476 -0.057657 -1.169 0.428 -0.120 -1.375
C 0.560724 1.283136 0.755386 -0.731 0.656 1.115 0.326
C 0.851724 2.109283 2.179660 0.257 -0.718 0.636 0.502
C -0.202568 1.645586 3.388720 -4.539 3.931 2.488 0.032
O -1.135180 2.500853 3.884240 6.154 -5.430 -2.974 -0.488
O -0.181027 0.296214 4.016966 -0.386 2.174 -3.575 -0.516
O 1.467352 -0.566113 -2.031345 0.452 -1.122 3.128 -0.272
H -6.630163 -0.866695 -1.807680 2.020 1.352 -0.101 0.361
H -5.411660 0.001784 -2.983146 -0.209 -0.360 2.594 0.285
H -5.849863 0.741486 -1.205491 0.727 -1.823 -1.428 0.241
H -4.467822 -2.204111 -1.731713 -0.083 2.247 1.279 0.240
H -5.860736 -0.990211 0.662506 1.993 -1.172 -0.069 0.359
H -4.831096 -2.670755 0.556057 -0.217 2.675 0.096 0.197
H -3.969923 -1.040260 1.126418 -1.907 -0.888 -1.311 0.135
H -2.988663 0.121121 -2.289074 0.512 -1.260 2.283 0.132
H -2.558432 0.036609 -0.370934 -0.811 -1.014 -1.822 -0.171
H -2.060412 -2.556412 -0.634473 0.204 1.111 -2.203 0.093
H -2.438936 -2.415622 -2.536279 0.896 0.827 1.736 0.324
H -0.621332 -0.059893 -1.383866 0.902 -0.430 0.715 -0.802
H -0.218730 -2.696223 -4.058057 1.053 -0.408 2.202 0.329
H 1.414718 -3.011211 -3.078900 -2.385 0.379 -0.036 -0.395
H -0.435688 -4.382382 -1.261308 0.295 0.451 -2.240 0.101
H -1.478393 -4.367929 -2.831622 2.338 0.165 0.912 0.358
H 1.113915 -6.092350 -2.132856 -1.459 1.116 -2.170 0.270
H 1.005747 -5.429796 -3.990092 -1.170 -0.423 2.149 0.358
H -1.926202 -0.569680 -5.522037 -0.057 -0.531 2.488 0.343
H 1.528738 -0.781074 2.361783 0.616 -1.609 -1.365 -0.821
H 1.126834 -2.621765 2.271080 1.466 1.843 -1.049 0.409
H 3.354675 -3.287245 2.648333 0.204 2.367 -0.958 0.439
H 4.215014 -1.946117 1.566498 -1.915 -0.537 1.276 0.120
H 2.964184 -0.621960 4.125600 1.721 -1.475 -0.705 0.179
H 4.147577 -2.144873 4.524437 -1.105 1.968 -1.526 0.253
H 6.182998 -1.001861 3.857772 -2.132 1.290 -0.613 0.314
H 5.425320 -0.283442 2.288772 -0.549 -0.518 2.443 -0.042
H 4.566143 1.727234 3.185122 0.785 -1.316 2.106 -0.013
H 4.427724 1.110842 5.020455 1.255 0.102 -1.746 0.280
H 6.675187 1.849493 5.265621 -0.290 -0.115 -1.563 0.236
H 6.460253 2.728189 3.833486 -0.057 -1.660 0.812 0.247
H 4.454670 -0.829584 -0.290288 -1.387 0.421 -1.576 -0.325
H 3.980566 0.692710 -1.295056 -0.452 -2.465 0.357 0.244
H 3.871127 -0.429916 -3.479993 -0.093 -1.633 1.985 0.255
H 3.399821 -2.164994 -2.771789 1.150 2.090 0.523 -0.371
H 5.853534 -2.428654 -3.390883 -0.225 2.001 1.770 0.329
H 5.922300 -1.977343 -1.495201 -0.549 0.634 -2.467 0.186
H 6.084573 0.766042 -2.559467 1.005 -1.994 -0.205 0.260
H 6.944363 -0.220884 -3.955110 -0.798 0.097 2.434 0.279
H 7.793301 1.691536 -1.104731 0.076 -2.367 -0.566 0.311
H 2.894119 1.294115 0.593207 -1.805 -0.756 -0.961 0.239
H 1.962611 1.783353 -0.971713 0.044 -1.973 1.802 0.328
H -0.220358 1.959227 0.169464 1.806 -1.589 0.997 0.101
H -0.019673 0.306226 1.063801 1.343 1.696 -0.955 -0.299
H 0.805716 3.284566 1.997699 -0.173 -2.650 0.733 0.220
H 1.932414 1.833122 2.597807 -2.270 0.534 -0.863 -0.188
H -0.433084 -0.318772 3.246378 0.726 1.015 1.523 0.419
N -3.198122 -11.788163 -4.146323 -0.397 0.584 -0.738 -0.551
C -2.885406 -10.474168 -4.177627 -0.121 -0.918 0.160 -0.025
C -3.366424 -9.590056 -5.130052 -0.197 -0.081 -0.235 -0.123
C -4.217422 -10.081711 -6.114214 0.020 0.005 0.028 -0.396
C -4.556430 -11.430847 -6.109652 0.085 0.236 0.035 -0.266
C -4.027788 -12.235993 -5.113566 0.569 0.230 0.693 -0.269
H -2.215667 -10.139400 -3.390837 -0.049 0.038 -0.084 0.332
H -3.084032 -8.543680 -5.105360 0.008 -0.097 0.026 0.211
H -4.613433 -9.419146 -6.878305 0.048 -0.066 0.090 0.357
H -5.216805 -11.844971 -6.863093 0.054 0.012 0.073 0.349
H -4.265443 -13.294990 -5.065036 -0.004 0.073 -0.039 0.341
N -1.964525 3.864866 0.096665 -1.018 0.321 0.191 -0.036
C -2.410541 3.929883 1.370319 0.488 -0.058 -0.709 0.191
C -3.704700 4.284124 1.716461 -0.225 0.051 -0.240 -0.676
C -4.597227 4.595043 0.696057 0.027 -0.018 0.017 -0.346
C -4.167045 4.539031 -0.625654 -0.036 -0.003 0.304 -0.646
C -2.854354 4.170485 -0.872488 0.703 -0.240 0.358 -0.513
H -1.675874 3.681520 2.130740 -0.205 0.063 -0.014 0.326
H -4.009197 4.317245 2.756384 0.071 0.001 -0.092 0.410
H -5.619599 4.878412 0.928669 0.101 -0.028 -0.019 0.417
H -4.837981 4.775959 -1.443564 0.089 -0.042 0.046 0.429
H -2.471945 4.108537 -1.887492 -0.052 -0.036 0.061 0.440
N 0.274016 8.706462 0.507796 0.556 -0.779 -0.186 -0.572
C -0.290037 7.478929 0.526710 0.302 0.897 0.011 -0.320
C 0.411058 6.305165 0.301120 0.325 -0.062 -0.011 0.122
C 1.773544 6.392992 0.035758 -0.030 0.050 0.025 -0.503
C 2.382756 7.643266 0.007627 -0.138 -0.201 0.015 -0.354
C 1.598688 8.759855 0.249240 -0.900 0.037 0.185 -0.303
H -1.355907 7.463005 0.734863 0.069 -0.072 -0.004 0.448
H -0.093062 5.345885 0.331132 -0.015 0.082 -0.069 0.325
H 2.355963 5.494714 -0.147373 -0.075 0.076 0.007 0.457
H 3.442487 7.745479 -0.196795 -0.083 0.021 0.017 0.363
H 2.028456 9.757629 0.241855 0.010 -0.079 -0.012 0.333
N -3.255760 6.247099 5.277469 -0.735 -0.378 0.660 -0.429
C -3.278203 4.906664 5.445047 0.238 0.841 -0.288 -0.445
C -4.164705 4.249594 6.283213 -0.247 0.172 0.193 -0.510
C -5.083043 5.011778 6.997517 0.015 -0.020 -0.016 -0.330
C -5.083405 6.394758 6.847581 0.020 -0.259 0.010 -0.314
C -4.160335 6.960381 5.982756 0.658 -0.399 -0.528 -0.277
H -2.540276 4.356222 4.868733 -0.044 -0.047 0.076 0.840
H -4.139423 3.169875 6.377136 0.044 0.100 -0.045 0.411
H -5.792760 4.532195 7.665314 0.073 0.050 -0.070 0.352
H -5.785927 7.016818 7.390508 0.063 -0.031 -0.056 0.357
H -4.123204 8.035198 5.828810 -0.029 -0.067 0.038 0.370